[1]
Density functional theory data (the ωB97M-V functional and the def2-TZVPD basis) for C2H3BrN2S in the gas phase.

```
! RIJCOSX wB97M-V def2-TZVPD def2/J DEFGRID3
* xyz 0 1
Br -1.34624 2.07874 0.01905
C -1.07105 -0.18030 0.53558
N -0.84390 -0.49301 -0.81154
N 0.26711 -0.59110 -1.23596
C 1.19841 -0.20913 -0.20111
S 0.40824 -0.44444 1.49074
H -2.07485 -0.37882 0.93569
H 2.10911 -0.67900 -0.36295
H 1.35318 0.89705 -0.36950
*
```

Summary:
maximum force = 4.8 eV/A
HOMO level = -0.3585 hartree
SMILES = Br[C@H]1N=NCS1
gap between HOMO and LUMO = 8.51 eV
relative energy (zero: lowest compared OMol25 entry of this formula, charge and spin) = 42.2 kcal per mole
E_tot = -3159.63909 Eh

---

[2]
Density functional theory data (the ωB97M-V functional and the def2-TZVPD basis) for 2 unconnected molecules or ions with the total composition C4H14N2O.

```
! RIJCOSX wB97M-V def2-TZVPD def2/J DEFGRID3
* xyz 2 1
C 1.79480 -0.52397 0.14943
C 0.50955 -1.40756 0.18364
C -0.71937 -0.76060 0.72296
C -1.90827 -0.89587 0.16642
N -3.10730 -0.21310 0.81602
N 1.92387 0.26798 -1.11987
H 1.89284 0.04363 1.07089
H 2.59273 -1.25881 0.22933
H 0.35750 -1.90699 -0.77434
H 0.77038 -2.20522 0.89337
H -0.47636 -0.09323 1.54673
H -2.17807 -1.60196 -0.60467
H -3.26895 -0.60398 1.74543
H -2.88884 0.78737 0.88083
H -3.87210 -0.37140 0.16201
H 1.28647 -0.13820 -1.79519
H 1.72673 1.26058 -0.90379
H 2.84938 0.14304 -1.52246
H 0.70695 3.19223 -1.38533
H 1.15428 3.49777 0.05818
O 0.85377 2.78830 -0.51960
*
```

Summary:
maximum force = 2.0 eV/A
HOMO level = -0.6815 hartree
gap between HOMO and LUMO = 11.98 eV
relative energy (zero: lowest compared OMol25 entry of this formula, charge and spin) = 9.7 kcal per mole
E_tot = -344.93454 Eh

---

[3]
Density functional theory data (the ωB97M-V functional and the def2-TZVPD basis) for 2 unconnected molecules or ions with the total composition C8H18F3NO2P.

```
! RIJCOSX wB97M-V def2-TZVPD def2/J DEFGRID3
* xyz 1 1
C 0.14400 1.80946 -0.13888
C -0.63550 3.17733 0.19336
N -0.12618 3.93786 1.12394
C -1.99769 3.53962 -0.56648
P -3.39037 3.01864 0.62841
C -4.54333 1.70076 -0.08888
F -5.82295 1.94181 0.44237
F -4.67151 1.82218 -1.46356
F -4.09848 0.45024 0.32844
H 0.72940 1.85528 -1.10680
H 0.82385 1.49632 0.71840
H -0.67885 1.02399 -0.29192
H 0.75006 3.50022 1.46540
H -2.13475 2.97871 -1.53943
H -2.09331 4.66094 -0.70163
H -2.83653 2.44551 1.83278
H -4.16184 4.15437 1.03027
C 0.37984 -2.28931 0.53686
O 1.24835 -1.58990 -0.34370
C 2.54091 -1.37848 0.22474
C 3.55272 -2.38590 -0.30584
O 3.24113 -3.70831 0.12126
C 2.58944 -4.46516 -0.89051
H -0.47316 -2.64789 -0.04103
H 0.86927 -3.14908 1.00023
H 0.01696 -1.60899 1.31510
H 2.49347 -1.40534 1.31798
H 2.85893 -0.37349 -0.07213
H 4.53742 -2.14140 0.10717
H 3.62605 -2.33581 -1.39661
H 3.32148 -4.79737 -1.63222
H 1.79947 -3.89468 -1.38557
H 2.14166 -5.34210 -0.42150
*
```

Summary:
maximum force = 3.0 eV/A
HOMO level = -0.4165 hartree
gap between HOMO and LUMO = 7.27 eV
E_tot = -1161.41674 Eh